Record 1
A molecular structure, C54H83KN10O5P2S, computed with wB97M-V/def2-TZVPD.

Charge: -2
HOMO level, eV: -0.7
Multiplicity: 1
Energy relative to the best compared isomer or geometry (same formula, charge and spin), kcal/mol: 4.18

Positions of all 156 atoms, in Å:
K (-1.27787, 0.43975, 0.61777)
C (-5.96393, -1.54903, 0.13208)
C (-4.86757, -0.47668, 0.01054)
O (-3.83203, -0.68074, 0.70630)
C (-5.14496, 0.56054, -0.87268)
C (-4.33703, 1.69251, -1.26583)
C (-4.97631, 2.63472, -2.27004)
N (-3.15029, 1.93051, -0.80784)
N (-2.55474, 3.07239, -1.35874)
C (-1.40412, 3.37383, -0.81532)
O (-0.77571, 2.84609, 0.15722)
C (-0.70591, 4.53467, -1.49007)
C (0.68576, 4.59777, -1.42101)
C (1.37834, 5.63311, -2.03418)
C (0.68933, 6.63236, -2.71056)
C (-0.69862, 6.57711, -2.77979)
C (-1.38920, 5.53204, -2.18147)
H (-5.89966, -2.01522, 1.11767)
H (-5.80349, -2.32846, -0.61868)
H (-6.96602, -1.13939, -0.01190)
H (-6.11724, 0.50947, -1.35117)
H (-5.95583, 2.26745, -2.57917)
H (-4.33296, 2.75195, -3.14295)
H (-5.08202, 3.63194, -1.83673)
H (1.19348, 3.79662, -0.89625)
H (2.46219, 5.65493, -1.99602)
H (1.22912, 7.44205, -3.18901)
H (-1.24264, 7.35013, -3.31216)
H (-2.46697, 5.45451, -2.24966)
C (-1.44762, -4.78023, 2.67261)
N (-1.03307, -3.72070, 1.77616)
C (-2.00858, -3.42103, 0.71912)
P (0.11912, -2.64289, 2.19279)
O (0.34235, -1.61535, 1.17725)
O (-0.29218, -1.98706, 3.64625)
P (-1.50779, -1.00519, 3.98902)
O (-1.88117, 0.00883, 3.00660)
N (-2.77415, -2.01984, 4.30635)
C (-2.74545, -2.87297, 5.47141)
C (-4.08683, -1.75751, 3.72034)
N (-0.90186, -0.34437, 5.39395)
C (-1.64930, 0.77954, 5.93517)
C (-0.06390, -1.03153, 6.35116)
N (1.39702, -3.53479, 2.75207)
C (2.48309, -2.83957, 3.42872)
C (1.84791, -4.69874, 1.99968)
H (-2.38523, -4.52083, 3.17632)
H (-0.68261, -4.96447, 3.42683)
H (-1.60668, -5.70128, 2.10357)
H (-2.04283, -4.25520, 0.01386)
H (-1.76755, -2.51725, 0.16586)
H (-2.99895, -3.26005, 1.15238)
H (-1.72564, -3.19338, 5.69052)
H (-3.34107, -3.77064, 5.28408)
H (-3.15444, -2.38233, 6.36630)
H (-3.98216, -1.22846, 2.76811)
H (-4.72374, -1.17652, 4.39932)
H (-4.58004, -2.71551, 3.52607)
H (-2.15435, 1.30756, 5.12828)
H (-0.96000, 1.47746, 6.41826)
H (-2.39099, 0.46148, 6.68104)
H (0.43541, -1.87551, 5.88079)
H (-0.63759, -1.40059, 7.21255)
H (0.70295, -0.34784, 6.72993)
H (2.10781, -1.96891, 3.96179)
H (3.24796, -2.50401, 2.72062)
H (2.95078, -3.51915, 4.14758)
H (1.00445, -5.20431, 1.53965)
H (2.34145, -5.39287, 2.68629)
H (2.55164, -4.42716, 1.20762)
C (5.04949, -0.25518, -0.82932)
C (3.77760, -0.99925, -1.23537)
C (3.36123, -1.94781, -0.10789)
C (4.02591, -1.80652, -2.50834)
N (2.74009, -0.02585, -1.59770)
N (2.21073, 0.77840, -0.55557)
H (5.85182, -0.96018, -0.59513)
H (4.87473, 0.35870, 0.05750)
H (5.37622, 0.39571, -1.64377)
H (4.15966, -2.67625, 0.07691)
H (2.45154, -2.47953, -0.38125)
H (3.17235, -1.39814, 0.81656)
H (4.83955, -2.52181, -2.35432)
H (4.29260, -1.13659, -3.32827)
H (3.12717, -2.36126, -2.79480)
H (1.93477, -0.53192, -1.98648)
H (2.89764, 1.46250, -0.26998)
H (1.88941, 0.25831, 0.25953)
C (0.62530, -5.90842, -1.23478)
C (0.69665, -4.96942, -2.41329)
C (0.91568, -5.49692, -3.69917)
C (0.93403, -4.62014, -4.77682)
C (1.14364, -5.15500, -6.17473)
C (0.75070, -3.25605, -4.60195)
C (0.54678, -2.65820, -3.30804)
C (0.53076, -3.62083, -2.22948)
N (0.36413, -1.38496, -2.97951)
C (0.09528, -0.35825, -3.97598)
C (-0.24362, 0.93379, -3.19903)
C (-0.59008, 2.09321, -4.13619)
C (0.60964, 2.38692, -5.03931)
C (0.95340, 1.13290, -5.84546)
C (-0.25346, 0.73666, -6.70494)
C (-1.46552, 0.46313, -5.80597)
C (-1.79529, 1.71941, -4.99849)
C (-1.13983, -0.68398, -4.84462)
C (1.29951, -0.01467, -4.88904)
H (1.61485, -6.28740, -0.95803)
H (-0.00246, -6.77483, -1.46287)
H (0.19997, -5.39755, -0.36889)
H (1.03953, -6.56574, -3.84819)
H (1.33640, -6.22982, -6.15957)
H (1.99069, -4.66402, -6.66104)
H (0.26403, -4.97699, -6.79952)
H (0.76990, -2.63696, -5.48661)
H (0.32305, -3.21957, -1.24228)
H (0.60849, 1.20732, -2.56809)
H (-1.07668, 0.72971, -2.51819)
H (-0.83794, 2.97233, -3.54128)
H (1.46690, 2.68884, -4.42843)
H (0.37743, 3.21906, -5.71764)
H (1.81311, 1.33432, -6.49784)
H (-0.01498, -0.15995, -7.29074)
H (-0.48627, 1.54104, -7.41507)
H (-2.32424, 0.18521, -6.42992)
H (-2.65807, 1.53485, -4.35173)
H (-2.05299, 2.55059, -5.66871)
H (-0.98447, -1.60751, -5.40592)
H (-1.98032, -0.85847, -4.16484)
H (2.13777, 0.27558, -4.24726)
H (1.62325, -0.88401, -5.46390)
N (1.13561, 1.29502, 2.44206)
S (1.51278, 2.79821, 2.24617)
C (2.94239, 3.19723, 3.30322)
C (3.40691, 4.50253, 3.41603)
C (4.53728, 4.76319, 4.17282)
C (5.20579, 3.72326, 4.81171)
C (4.74358, 2.42221, 4.68326)
C (3.61071, 2.15708, 3.92141)
C (0.35992, 3.87987, 3.10703)
C (0.20013, 3.79561, 4.48433)
C (-0.74634, 4.58819, 5.11095)
C (-1.52488, 5.46042, 4.35596)
C (-1.35919, 5.53639, 2.98195)
C (-0.41571, 4.73838, 2.34444)
H (0.79650, 1.09711, 3.38489)
H (2.87626, 5.30750, 2.92005)
H (4.90088, 5.77916, 4.26706)
H (6.08951, 3.93041, 5.40264)
H (5.26856, 1.60928, 5.17011)
H (3.23296, 1.14982, 3.78100)
H (0.81832, 3.11336, 5.05881)
H (-0.88207, 4.52787, 6.18428)
H (-2.27240, 6.07409, 4.84434)
H (-1.98221, 6.19647, 2.39238)
H (-0.31174, 4.72502, 1.26757)

***

Record 2
A molecular structure, C54H86AlBN10OPS, computed with wB97M-V/def2-TZVPD.

Charge: +1
HOMO level, eV: -9.9
Multiplicity: 1
Energy relative to the best compared isomer or geometry (same formula, charge and spin), kcal/mol: 6.28

Positions of all 155 atoms, in Å:
Al (-0.04811, 0.27119, 0.93958)
C (-1.90200, 1.38274, 4.77347)
C (-0.38605, 1.55407, 4.92692)
C (0.22620, 2.76058, 4.20929)
C (0.31553, 0.29090, 4.53311)
C (0.98654, -0.56422, 5.40806)
C (1.47391, -1.59151, 4.62983)
C (2.29208, -2.74419, 5.14433)
C (3.74764, -2.67709, 4.67708)
C (1.66677, -4.11365, 4.87888)
N (1.08535, -1.35003, 3.35817)
N (0.37776, -0.17861, 3.28794)
B (1.39620, -2.09673, 2.03343)
N (0.03726, -2.46485, 1.38536)
N (-0.88962, -1.46432, 1.25481)
C (-2.08616, -2.03386, 1.11905)
C (-1.94285, -3.41725, 1.16822)
C (-0.59094, -3.65659, 1.34786)
C (0.06170, -4.99615, 1.52937)
C (0.01061, -5.80729, 0.23302)
C (-0.62957, -5.77044, 2.65580)
C (-3.34098, -1.22681, 0.99121)
C (-3.53471, -0.82121, -0.46896)
C (-4.55175, -1.99218, 1.51591)
N (2.25109, -1.10864, 1.17715)
N (1.92320, 0.22431, 1.19607)
C (3.04860, 0.91861, 1.03841)
C (4.10886, 0.02943, 0.83208)
C (3.56626, -1.23944, 0.91187)
C (4.23366, -2.56886, 0.72236)
C (3.61306, -3.29476, -0.47759)
C (5.74276, -2.41835, 0.56564)
C (3.13040, 2.40572, 1.25671)
C (4.50737, 2.96001, 0.90240)
C (2.02179, 3.17509, 0.54926)
H (-2.42651, 2.32625, 4.93676)
H (-2.26432, 0.66004, 5.50567)
H (-2.15631, 0.98631, 3.78857)
H (-0.19217, 1.69007, 5.99328)
H (-0.31749, 3.67923, 4.43740)
H (0.25136, 2.62052, 3.12931)
H (1.26029, 2.89059, 4.53227)
H (1.10910, -0.44198, 6.47145)
H (2.29654, -2.60098, 6.22763)
H (3.81648, -2.79764, 3.59756)
H (4.33028, -3.47122, 5.14619)
H (4.19924, -1.72013, 4.94127)
H (1.73349, -4.38469, 3.82666)
H (0.61604, -4.12219, 5.17149)
H (2.18641, -4.87884, 5.45696)
H (2.02694, -3.08035, 2.23007)
H (-2.72315, -4.15557, 1.10438)
H (1.10756, -4.84048, 1.79530)
H (-1.01454, -5.88681, -0.13327)
H (0.38853, -6.81520, 0.40856)
H (0.61480, -5.34919, -0.54586)
H (-1.64765, -6.03683, 2.36649)
H (-0.68051, -5.18689, 3.57346)
H (-0.08683, -6.69333, 2.86256)
H (-3.21116, -0.32315, 1.59685)
H (-3.67471, -1.71268, -1.08651)
H (-2.65484, -0.29085, -0.83590)
H (-4.41480, -0.18858, -0.57968)
H (-4.74464, -2.87502, 0.90349)
H (-5.43957, -1.36005, 1.47225)
H (-4.40939, -2.31603, 2.54751)
H (5.13812, 0.28121, 0.65137)
H (4.04494, -3.18071, 1.60649)
H (3.72237, -2.69831, -1.38652)
H (2.54696, -3.47063, -0.31622)
H (4.10231, -4.25654, -0.63612)
H (5.99106, -1.87075, -0.34583)
H (6.20645, -3.40240, 0.50089)
H (6.18278, -1.89420, 1.41470)
H (2.99757, 2.54122, 2.33687)
H (4.75486, 2.76499, -0.14042)
H (5.28857, 2.52107, 1.52320)
H (4.52511, 4.03868, 1.05934)
H (2.20680, 3.23650, -0.52591)
H (1.94681, 4.19037, 0.94198)
H (1.05625, 2.69152, 0.68478)
O (-1.22544, 1.61011, 1.32085)
S (-2.04544, 2.79359, 1.82894)
C (-3.68266, 2.57467, 1.17954)
C (-4.68207, 2.32573, 2.11097)
C (-5.99581, 2.21499, 1.67492)
C (-6.29096, 2.36701, 0.32821)
C (-5.27869, 2.61376, -0.59415)
C (-3.96655, 2.71512, -0.17159)
C (-1.50415, 4.17464, 0.85637)
C (-0.89331, 3.99929, -0.37598)
C (-0.49388, 5.13285, -1.06935)
C (-0.70759, 6.39759, -0.53733)
C (-1.31839, 6.54916, 0.70058)
C (-1.71558, 5.42864, 1.41214)
H (-4.43732, 2.21811, 3.16006)
H (-6.78451, 2.02136, 2.38893)
H (-7.31737, 2.29665, -0.00650)
H (-5.51528, 2.72522, -1.64445)
H (-3.17128, 2.89926, -0.87922)
H (-0.70596, 2.99904, -0.76073)
H (-0.00799, 5.03034, -2.03068)
H (-0.38673, 7.27209, -1.08759)
H (-1.47053, 7.53511, 1.11765)
H (-2.18310, 5.52861, 2.38476)
N (-0.09053, 0.41634, -0.84470)
P (-0.14004, 0.37173, -2.36991)
N (-1.30970, 1.22660, -3.22512)
C (-2.70306, 0.78360, -3.23788)
C (-3.38246, 1.22033, -4.53058)
C (-3.43243, 2.75869, -4.62704)
C (-2.36943, 3.39984, -3.72680)
C (-1.08867, 2.57796, -3.75687)
N (1.24376, 1.00919, -3.08517)
C (1.46222, 0.93514, -4.52728)
C (2.21393, 2.19133, -5.01308)
C (2.93402, 2.86246, -3.84355)
C (3.57760, 1.79227, -2.96843)
C (2.50746, 0.85283, -2.37340)
N (-0.38814, -1.18653, -2.93088)
C (-0.70394, -1.50873, -4.32613)
C (-1.28152, -2.91501, -4.40287)
C (-0.19571, -3.93903, -4.03135)
C (0.82293, -3.30650, -3.07361)
C (0.13289, -2.31493, -2.14608)
H (-3.26553, 1.20282, -2.39241)
H (-2.72489, -0.29937, -3.12066)
H (-4.38699, 0.79666, -4.57363)
H (-2.82886, 0.81028, -5.37846)
H (-4.42195, 3.12907, -4.35163)
H (-3.26057, 3.06583, -5.66014)
H (-2.73343, 3.47223, -2.70031)
H (-2.15540, 4.41814, -4.05625)
H (-0.28844, 3.05887, -3.19661)
H (-0.75568, 2.53217, -4.80214)
H (0.50967, 0.83064, -5.04034)
H (2.05021, 0.03677, -4.76349)
H (1.52758, 2.89358, -5.49005)
H (2.94753, 1.89974, -5.76802)
H (2.22067, 3.43628, -3.24528)
H (3.68619, 3.56165, -4.21176)
H (4.15531, 2.25416, -2.16900)
H (4.28538, 1.22180, -3.57561)
H (2.32130, 1.06548, -1.32585)
H (2.86054, -0.18909, -2.43405)
H (0.18380, -1.46559, -4.96943)
H (-1.40908, -0.77624, -4.71070)
H (-1.66383, -3.10246, -5.40719)
H (-2.12913, -2.98502, -3.71560)
H (0.31322, -4.28955, -4.93116)
H (-0.65163, -4.81506, -3.56481)
H (1.60070, -2.77989, -3.63427)
H (1.33125, -4.07673, -2.49513)
H (0.82231, -1.93081, -1.39345)
H (-0.68021, -2.81881, -1.60500)

***

| no. | F_max (eV/Å) | orbital gap (eV) |
| --- | --- | --- |
| 1 | 0.661 | 4.0 |
| 2 | 0.533 | 7.5 |